Computed, not measured: a molecular structure, C44H31BrN7O7STa, with ωB97M-V/def2-TZVPD.

Charge   0
Orbital gap   6.403 eV
Relative energy (zero: lowest compared OMol25 entry of this formula, charge and spin)   172.16 kJ/mol
Highest occupied orbital energy   -0.2790 Eh

Cartesian coordinates (Å):
Ta (0.99716, 0.67206, -1.82791)
O (3.47876, -1.37134, -5.01741)
C (2.51766, -1.50194, -5.93661)
C (2.83866, -2.16374, -7.12481)
C (1.89676, -2.33274, -8.11491)
C (0.60466, -1.84344, -7.94511)
C (0.27916, -1.16674, -6.79251)
C (1.22286, -0.97234, -5.77841)
C (0.87586, -0.15164, -4.62231)
O (1.66976, -0.06874, -3.59361)
N (-0.18684, 0.61366, -4.70841)
N (-0.27034, 1.43316, -3.66311)
C (-1.01464, 2.48456, -3.66591)
C (-0.84484, 3.50066, -2.66591)
C (-1.77754, 4.53846, -2.51881)
C (-1.56744, 5.56666, -1.62631)
C (-0.38244, 5.62286, -0.89591)
C (0.56906, 4.63786, -1.04041)
C (0.34416, 3.53296, -1.87831)
O (1.20646, 2.54406, -1.91231)
H (3.10516, -0.94084, -4.22471)
H (3.84606, -2.53174, -7.23561)
H (2.16166, -2.85164, -9.02411)
H (-0.13524, -1.98584, -8.71831)
H (-0.70714, -0.75814, -6.64531)
H (-1.70724, 2.65916, -4.48821)
H (-2.68564, 4.50696, -3.10701)
H (-2.31544, 6.33496, -1.49781)
H (-0.21214, 6.42956, -0.19901)
H (1.49356, 4.65326, -0.48301)
S (3.39286, 0.46856, -1.19581)
C (3.22576, 0.00296, 0.51559)
N (4.26496, -0.62894, 0.97209)
N (4.51806, -1.04154, 2.18489)
C (3.76636, -1.17854, 3.35529)
C (4.43346, -0.98764, 4.56839)
C (3.77656, -1.16964, 5.76909)
C (2.44786, -1.56404, 5.77419)
C (1.79116, -1.78564, 4.57509)
C (2.43686, -1.59354, 3.36589)
N (2.22526, 0.40646, 1.30759)
N (1.30916, 1.17476, 0.86909)
C (0.41956, 1.63736, 1.83269)
C (0.39876, 1.13746, 3.14449)
C (-0.53204, 1.58896, 4.05659)
C (-1.45444, 2.55816, 3.69329)
C (-1.40834, 3.09896, 2.41699)
C (-0.48224, 2.65236, 1.49409)
H (5.50766, -1.23924, 2.30219)
H (5.47136, -0.68994, 4.55649)
H (4.30166, -1.01194, 6.69979)
H (1.92966, -1.71004, 6.70919)
H (0.76246, -2.11184, 4.57179)
H (1.91856, -1.78234, 2.43879)
H (1.11936, 0.38926, 3.42779)
H (-0.54574, 1.17106, 5.05149)
H (-2.19784, 2.89526, 4.39879)
H (-2.10624, 3.87606, 2.13989)
H (-0.44214, 3.07956, 0.50679)
O (0.74306, -2.86104, -2.54571)
C (0.51396, -2.31264, -1.49151)
O (0.82176, -1.07334, -1.25521)
C (-0.13284, -2.99084, -0.31981)
C (-0.45334, -4.36464, -0.33711)
C (-1.02544, -4.91494, 0.77689)
C (-1.31154, -4.09204, 1.88889)
C (-1.95964, -4.54214, 3.05679)
C (-2.23914, -3.67044, 4.07429)
C (-1.88144, -2.31434, 3.97479)
C (-1.24564, -1.84424, 2.86069)
C (-0.95044, -2.71964, 1.79529)
N (-0.35284, -2.20784, 0.70689)
H (-0.22504, -4.93774, -1.22051)
H (-1.27784, -5.96574, 0.82269)
H (-2.25014, -5.58144, 3.11999)
H (-2.75364, -4.01724, 4.95879)
H (-2.12324, -1.63854, 4.78179)
H (-0.97494, -0.80574, 2.74889)
Br (-5.46774, 2.51086, 3.20739)
C (-4.47204, 1.76476, 1.77359)
C (-4.16704, 2.56226, 0.68469)
C (-3.33484, 2.05636, -0.29171)
C (-2.85524, 0.75316, -0.20291)
C (-3.23694, -0.05764, 0.85559)
C (-4.03934, 0.45446, 1.85979)
C (-1.72194, 0.38416, -1.11561)
O (-1.71694, -0.47994, -1.97511)
O (-0.70874, 1.13636, -0.88201)
H (-4.53504, 3.57536, 0.62189)
H (-3.03504, 2.68286, -1.11711)
H (-2.87674, -1.07144, 0.91949)
H (-4.30324, -0.14914, 2.71439)

Forces on the atoms, in the same order (eV/Å):
Ta 1.303 1.138 -1.289
O 0.278 0.050 0.345
C -0.530 0.081 -0.253
C 0.086 0.004 0.131
C 0.004 0.052 0.175
C -0.139 0.001 -0.064
C 0.099 0.000 0.017
C 0.376 -0.312 0.028
C -1.402 0.905 -1.026
O 0.373 0.054 0.932
N -0.075 -0.710 -1.253
N 0.470 -0.124 1.864
C 0.186 -0.490 -0.388
C 0.509 0.301 0.703
C 0.162 -0.130 -0.033
C -0.122 0.068 -0.011
C -0.005 -0.130 -0.099
C 0.173 -0.377 -0.248
C -1.137 1.261 -0.204
O 0.691 1.772 0.219
H 0.156 -0.161 -0.123
H 0.119 -0.073 -0.013
H 0.049 -0.043 -0.070
H -0.061 -0.004 -0.034
H -0.103 0.027 -0.015
H 0.116 -0.108 -0.073
H -0.039 0.013 -0.071
H -0.048 0.052 -0.034
H 0.029 0.099 0.024
H 0.068 0.021 0.101
S -0.475 0.274 -0.112
C 1.023 -0.508 -1.117
N -0.168 0.280 -0.483
N 0.798 -0.048 0.155
C -0.544 0.002 0.656
C -0.038 0.031 -0.330
C -0.111 -0.098 0.021
C 0.021 0.009 0.125
C 0.072 -0.047 -0.047
C 0.223 -0.197 -0.005
N -1.851 1.468 1.358
N 2.185 -1.645 -1.282
C -0.966 0.407 1.168
C 0.224 0.049 -0.349
C -0.032 0.024 -0.054
C 0.013 0.058 -0.091
C -0.009 0.099 0.152
C 0.332 -0.305 -0.077
H -0.381 -0.059 -0.160
H 0.143 0.080 0.001
H 0.042 0.030 0.043
H -0.054 -0.014 0.104
H -0.067 -0.042 0.012
H -0.070 0.014 -0.078
H -0.006 -0.030 0.018
H 0.028 -0.042 0.147
H -0.092 0.059 0.077
H -0.015 0.046 -0.037
H -0.101 -0.026 0.006
O -0.203 0.138 0.588
C -0.111 -1.757 -0.811
O -0.187 -1.169 0.971
C -0.025 0.166 0.456
C 0.004 -0.047 0.063
C 0.072 0.156 -0.153
C 0.109 0.430 -0.134
C -0.086 0.002 0.166
C -0.057 -0.321 -0.071
C 0.061 0.236 -0.159
C -0.156 -0.107 0.217
C -0.219 -0.603 0.297
N 0.137 0.209 -0.424
H -0.001 -0.087 -0.093
H -0.002 -0.063 -0.063
H -0.016 -0.085 0.060
H -0.015 -0.059 0.051
H -0.013 0.079 0.099
H 0.003 0.060 0.013
Br -0.010 -0.035 -0.039
C -0.162 0.026 0.101
C -0.113 0.002 0.043
C -0.071 -0.218 -0.017
C 0.122 0.154 0.034
C 0.067 0.038 -0.282
C -0.114 0.101 0.082
C -1.497 -0.951 -0.244
O -0.233 -0.026 0.110
O 0.915 0.624 0.046
H -0.035 0.060 0.035
H 0.077 0.088 -0.043
H 0.063 -0.083 -0.021
H -0.016 -0.064 0.063

In elementary charge units, the Mulliken charges are: 2.13, -0.76, 0.49, -0.72, -0.33, -0.80, -0.45, 0.05, 1.20, -1.22, -1.33, 0.67, -0.74, 0.50, -0.41, -0.78, -0.36, -0.30, 0.45, -0.79, 0.38, 0.46, 0.39, 0.40, 0.47, 0.46, 0.49, 0.43, 0.44, 0.43, -0.55, 0.65, -0.75, 0.02, 0.38, -0.69, -0.58, -0.83, -0.04, -0.16, -0.45, 0.04, -0.05, -0.76, 0.02, -0.96, -0.54, 0.44, 0.24, 0.41, 0.37, 0.45, 0.46, 0.59, 0.44, 0.53, 0.43, 0.56, -0.01, -0.68, 0.04, -0.33, 0.56, -1.07, -1.05, 0.79, -0.80, -0.94, -0.77, 0.45, -0.90, 0.76, 0.62, 0.45, 0.42, 0.43, 0.55, 1.01, -0.15, -0.24, -0.35, -0.53, -0.92, -0.65, -0.42, 0.91, -0.59, 0.55, 0.51, 0.48, 0.82, 0.52